(1)
{
  "formula": "C43H36N9O6RbS5",
  "method": "ωB97M-V/def2-TZVPD",
  "species": ["Rb", "C", "C", "C", "C", "C", "C", "N", "N", "C", "C", "C", "C", "C", "N", "H", "H", "H", "H", "H", "H", "H", "H", "H", "C", "O", "C", "C", "C", "C", "C", "C", "C", "N", "C", "C", "N", "C", "C", "C", "C", "N", "C", "C", "N", "C", "C", "C", "C", "H", "H", "H", "H", "H", "H", "H", "H", "H", "H", "H", "H", "H", "H", "O", "C", "O", "C", "C", "N", "N", "C", "C", "O", "O", "H", "H", "H", "C", "S", "C", "C", "S", "S", "C", "S", "S", "H", "H", "H", "C", "C", "C", "O", "H", "H", "H", "H", "H", "H", "H"],
  "xyz": [[0.61413, 1.99464, 0.39083], [2.00571, 5.55061, 5.46746], [1.31435, 6.60237, 4.86950], [0.60252, 6.39106, 3.70331], [0.58563, 5.12164, 3.12750], [1.27758, 4.07259, 3.71415], [1.97989, 4.29021, 4.89228], [-0.06656, 4.83430, 1.88991], [-0.92875, 5.65170, 1.55719], [-1.54583, 5.36022, 0.29500], [-2.20432, 6.41141, -0.31874], [-2.76694, 6.18259, -1.56670], [-2.65490, 4.92344, -2.12839], [-1.99833, 3.91616, -1.41960], [-1.46107, 4.14122, -0.21915], [2.56960, 5.72223, 6.37615], [1.34487, 7.59075, 5.31179], [0.07107, 7.19787, 3.21631], [1.23040, 3.07866, 3.28025], [2.51476, 3.46701, 5.34795], [-2.24600, 7.37194, 0.17703], [-3.28062, 6.97945, -2.09142], [-3.06710, 4.70144, -3.10405], [-1.87135, 2.88857, -1.80651], [-5.24747, -11.21036, -1.98075], [-4.03172, -10.74461, -2.52445], [-3.67455, -9.45740, -2.23793], [-2.44477, -9.03628, -2.74135], [-1.99484, -7.75787, -2.49683], [-2.75673, -6.85837, -1.74469], [-3.98138, -7.28868, -1.25689], [-4.44820, -8.57851, -1.49473], [-2.22362, -5.51822, -1.48063], [-1.05782, -5.08145, -1.88897], [-0.94481, -3.80938, -1.37679], [-2.06403, -3.47753, -0.65774], [-2.88330, -4.57694, -0.73655], [-2.23185, -2.23471, 0.02832], [-3.36203, -1.87586, 0.77192], [-3.38347, -0.65919, 1.40393], [-2.26413, 0.17224, 1.28363], [-1.20377, -0.14669, 0.57997], [-1.16501, -1.32282, -0.05352], [0.06184, -1.66999, -0.78472], [1.08126, -0.79789, -0.74376], [2.19495, -1.10136, -1.37465], [2.37782, -2.28360, -2.10074], [1.35105, -3.19257, -2.13925], [0.16453, -2.89831, -1.46181], [-5.34320, -12.24751, -2.29141], [-6.10119, -10.64140, -2.35997], [-5.24188, -11.16011, -0.88819], [-1.85471, -9.73634, -3.31840], [-1.03777, -7.42474, -2.87513], [-4.60481, -6.62689, -0.66769], [-5.40581, -8.87428, -1.09207], [-3.78244, -4.67676, -0.30422], [-4.20574, -2.55342, 0.85193], [-4.23114, -0.34646, 1.99889], [-2.23782, 1.13246, 1.78908], [2.99846, -0.37416, -1.30650], [3.31702, -2.46718, -2.60545], [1.43681, -4.13280, -2.66909], [2.48241, -1.93940, 5.34508], [3.61490, -1.50316, 4.83916], [4.69636, -1.84188, 5.28520], [3.53147, -0.58257, 3.67341], [4.63674, -0.18646, 2.95386], [4.19548, 0.58659, 1.95402], [2.86587, 0.74160, 1.96994], [2.43638, 0.03797, 3.00456], [0.97240, 0.10362, 3.39779], [0.55449, -0.84160, 4.12310], [0.33326, 1.09061, 3.00255], [1.66756, -1.55289, 4.83100], [5.67914, -0.40581, 3.10764], [4.73488, 1.09688, 1.26334], [3.32916, 6.20534, 0.77407], [3.36113, 5.58033, -0.92479], [5.08158, 5.35650, -1.14934], [5.85261, 4.43163, -0.51201], [5.41055, 3.30574, 0.69358], [7.54833, 4.50726, -0.99342], [7.47724, 5.80462, -2.12474], [8.79074, 6.38312, -2.96323], [5.89332, 6.43068, -2.27227], [2.28168, 6.33979, 1.04661], [3.85199, 7.15775, 0.84404], [3.77840, 5.46370, 1.43332], [-2.70584, 0.91101, -3.86988], [-1.50770, 0.37265, -3.05753], [-0.33167, 0.12080, -4.01876], [-1.17879, 1.18251, -2.02707], [-3.01498, 0.22867, -4.67153], [-2.43148, 1.87429, -4.31659], [-3.55397, 1.07484, -3.19930], [-1.83290, -0.65068, -2.70944], [-0.01552, 1.07355, -4.45680], [-0.59268, -0.57498, -4.82636], [0.51489, -0.28881, -3.46403]],
  "mulliken_charge": [0.403, -0.433, -0.670, -0.169, -0.468, 0.304, -0.617, 1.045, -0.682, -0.051, -0.299, -0.403, -0.702, -0.680, 0.282, 0.375, 0.343, 0.401, 0.156, 0.471, 0.425, 0.380, 0.437, 0.703, -0.839, -0.476, 0.970, -0.532, -0.495, 0.356, -0.787, -0.621, 0.184, -0.843, 0.850, -0.003, -0.117, 0.857, -0.829, -1.152, -0.746, 0.982, -0.794, 0.054, 0.484, -0.710, -0.742, -0.851, 0.715, 0.241, 0.326, 0.339, 0.405, 0.495, 0.228, 0.360, 0.167, 0.361, 0.411, 0.334, 0.447, 0.413, 0.523, -0.592, 0.497, -0.692, 0.508, -1.009, 0.050, 0.193, 0.116, 0.533, -0.921, -0.535, 0.464, 0.521, -0.005, -0.486, -0.051, -0.193, 0.086, -0.384, -0.111, 0.077, -0.354, -0.110, -0.026, 0.388, 0.199, -1.753, 1.430, -1.343, -0.546, 0.455, 0.278, 0.376, -0.407, 0.361, 0.303, 0.168],
  "charge": -2,
  "de_lowest_kj_mol": 0.0,
  "e_lumo_ev": 2.77,
  "homo_lumo_gap_ev": 5.3
}

---

(2)
{
  "formula": "C4H6BrN3P",
  "method": "ωB97M-V/def2-TZVPD",
  "species": ["H", "N", "C", "C", "N", "N", "P", "C", "C", "Br", "H", "H", "H", "H", "H"],
  "xyz": [[-0.74974, 3.03816, -0.12464], [-1.35861, 2.20935, -0.23384], [-0.90902, 1.06331, -0.03702], [0.48667, 0.50056, 0.03005], [1.50934, 1.38370, -0.03804], [0.45144, -0.76227, 0.13273], [1.84974, -1.97543, -0.06773], [-0.94179, -1.16116, 0.03760], [-1.79814, -0.08243, 0.03661], [-3.68358, 0.04249, 0.02684], [1.29048, 2.33863, 0.25306], [2.47372, 1.12586, -0.16407], [1.06373, -2.84381, -0.95173], [1.56509, -2.65711, 1.02960], [-1.24930, -2.21985, 0.07060]],
  "mulliken_charge": [0.228, -0.507, 0.786, 0.276, -0.347, -0.004, -0.039, -0.160, -0.326, -0.033, 0.197, 0.242, 0.137, 0.128, 0.420],
  "charge": 1,
  "de_lowest_kj_mol": 32.7,
  "e_lumo_ev": -5.32,
  "homo_lumo_gap_ev": 7.8
}

---

(3)
{
  "formula": "C28H40NO25P",
  "method": "ωB97M-V/def2-TZVPD",
  "species": ["C", "C", "C", "C", "P", "O", "O", "C", "O", "O", "C", "C", "O", "C", "C", "C", "O", "N", "O", "H", "H", "H", "H", "H", "H", "H", "H", "H", "H", "H", "H", "H", "H", "H", "H", "O", "C", "O", "C", "C", "O", "H", "H", "H", "H", "O", "C", "O", "C", "C", "O", "H", "H", "H", "H", "O", "C", "O", "C", "C", "O", "H", "H", "H", "H", "O", "C", "O", "C", "C", "O", "H", "H", "H", "H", "O", "C", "O", "C", "C", "O", "H", "H", "H", "H", "O", "C", "O", "C", "C", "O", "H", "H", "H", "H"],
  "xyz": [[3.66390, -2.33772, 0.58626], [3.01815, -2.81193, -0.43010], [1.64324, -3.42112, -0.37423], [0.53214, -2.37869, -0.82934], [0.74230, -2.26959, -2.69033], [0.73104, -0.92046, -3.27318], [0.87450, -1.21934, -0.04919], [0.42707, -1.52575, 1.20165], [0.77340, -1.06379, 2.18505], [-0.51115, -2.52255, 1.13643], [-0.86494, -2.55538, -0.27046], [-1.86353, -1.34075, -0.39684], [-1.52065, -0.42958, -1.40665], [-1.20619, 0.87233, -0.90946], [-0.32598, 1.66005, -1.87486], [1.16447, 1.62867, -1.53431], [-1.64632, -3.63350, -0.68187], [-0.87810, -4.78603, -1.02740], [-0.72437, -5.49595, -0.12161], [4.72243, -2.11145, 0.58161], [3.12218, -2.12056, 1.49976], [3.48105, -2.73405, -1.40606], [1.40886, -3.89886, 0.57284], [1.63310, -4.21894, -1.12604], [1.99411, -2.87177, -2.95122], [-0.31556, -3.02544, -3.25254], [-2.01503, -0.84108, 0.55863], [-2.82719, -1.75716, -0.67172], [-0.63040, 0.76085, 0.01618], [-2.09877, 1.43760, -0.66562], [-0.43662, 1.32059, -2.90262], [-0.63454, 2.70947, -1.82630], [1.64896, 0.70957, -1.84679], [1.71145, 2.43022, -2.02949], [1.35653, 1.70769, -0.46004], [0.94421, 4.02951, 6.27463], [1.18727, 2.89326, 6.03290], [0.78816, 2.24556, 4.90633], [1.45966, 0.98016, 4.86356], [1.78090, 0.73766, 6.31895], [1.89875, 2.06530, 6.83895], [0.81717, 0.21468, 4.43620], [2.35358, 1.07610, 4.24431], [0.97514, 0.22356, 6.84635], [2.70624, 0.18432, 6.46093], [-1.81437, 4.18212, -0.84678], [-1.33593, 4.13030, 0.24260], [-1.58019, 3.14689, 1.13433], [-0.64646, 3.28365, 2.20826], [-0.28179, 4.74673, 2.13823], [-0.46347, 5.03998, 0.74577], [-1.10261, 3.00818, 3.15468], [0.20558, 2.62676, 2.02023], [-0.95523, 5.37512, 2.72370], [0.74159, 4.94392, 2.44649], [-4.46130, -0.40447, -1.39101], [-4.56252, 0.39619, -2.26672], [-3.64803, 1.34982, -2.54996], [-4.00967, 1.95757, -3.79049], [-5.49271, 1.68448, -3.86355], [-5.62069, 0.47264, -3.11427], [-3.77256, 3.01885, -3.78466], [-3.45226, 1.47353, -4.59480], [-6.08645, 2.46228, -3.37920], [-5.84954, 1.54938, -4.88182], [-2.88950, 8.11390, -4.67494], [-2.54537, 7.95598, -3.54996], [-1.25440, 7.81031, -3.15074], [-1.22608, 7.87419, -1.72275], [-2.63053, 7.46979, -1.35108], [-3.39017, 7.89405, -2.48698], [-0.47307, 7.20144, -1.31839], [-0.98948, 8.89709, -1.42036], [-2.73624, 6.39032, -1.23875], [-2.98452, 7.95844, -0.44532], [6.04446, -0.56411, 0.95395], [6.25248, -0.86498, 2.08391], [7.47526, -1.16909, 2.58792], [7.35738, -1.25143, 4.00937], [5.89084, -1.55910, 4.19762], [5.29706, -0.95365, 3.04682], [8.00750, -2.02722, 4.40661], [7.64359, -0.29129, 4.44299], [5.68146, -2.63068, 4.17974], [5.48327, -1.13366, 5.11197], [-2.52381, -10.19144, -4.84847], [-2.33136, -9.53829, -3.87891], [-1.88685, -8.25169, -3.88792], [-2.00026, -7.74064, -2.55970], [-1.97165, -8.99528, -1.71980], [-2.52382, -9.97194, -2.60320], [-1.17962, -7.06516, -2.33432], [-2.94431, -7.19817, -2.46944], [-0.95683, -9.29563, -1.45048], [-2.56746, -8.91174, -0.81371]],
  "mulliken_charge": [-0.699, -0.211, -1.083, 0.302, 0.329, -0.603, -0.014, 0.000, -0.498, -0.500, 2.090, -1.595, -0.449, 0.169, -0.604, -1.348, -0.460, 0.359, -0.301, 0.242, 0.088, 0.160, 0.520, 0.745, 0.123, 0.044, 0.316, 0.678, 0.156, 0.564, 0.543, 0.108, 0.206, 0.541, 0.140, -0.529, 0.560, -0.179, -0.109, -0.320, -0.344, 0.170, 0.203, 0.287, 0.250, -0.608, 0.704, -0.262, -0.048, -0.453, -0.350, 0.346, 0.070, 0.276, 0.306, -0.519, 0.507, -0.061, -0.387, -0.376, -0.376, 0.296, 0.270, 0.261, 0.324, -0.525, 0.617, -0.349, -0.206, 0.046, -0.358, 0.195, 0.305, -0.008, 0.301, -0.532, 0.624, -0.335, -0.395, -0.234, -0.192, 0.312, 0.282, 0.270, 0.221, -0.503, 0.616, -0.340, -0.084, -0.322, -0.334, 0.137, 0.233, 0.292, 0.294],
  "e_lumo_ev": -1.48,
  "homo_lumo_gap_ev": 8.0
}

---

Q: What is the formula in the third record?
A: C28H40NO25P